{
  "formula": "C3N3O",
  "method": "wB97M-V/def2-TZVPD",
  "homo_energy_ev": -16.9985,
  "orbital_gap_ev": 10.04,
  "max_force_ha_per_bohr": 0.0616,
  "relative_energy_kcal_mol": 0.0,
  "total_energy_ev": -9617.5847,
  "multiplicity": 1,
  "total_charge": 1,
  "smiles": "N#CN=C=[N+]=C=O",
  "symbols": ["O", "N", "N", "N", "C", "C", "C"],
  "xyz": [[3.626523, 0.104935, 0.022827], [1.273767, -0.169522, 0.002404], [-3.527730, 0.087316, -0.045357], [-1.098530, -0.072624, 0.103431], [0.060149, 0.056034, -0.089807], [-2.400846, 0.008579, 0.032528], [2.494706, 0.013578, -0.043946]],
  "forces_ev_per_a": [[-0.86, -0.05, -0.31], [1.33, 0.11, -0.38], [-2.26, 0.11, -0.09], [2.54, 0.69, -0.79], [-2.75, -1.05, 1.16], [1.64, 0.01, 0.01], [0.36, 0.18, 0.40]],
  "mulliken_charge": [-0.124, -0.168, -0.151, -0.075, 0.519, 0.375, 0.625]
}

=====

{
  "formula": "C3NO5",
  "method": "wB97M-V/def2-TZVPD",
  "homo_energy_ev": -5.4380,
  "orbital_gap_ev": 9.52,
  "max_force_ha_per_bohr": 0.0689,
  "relative_energy_kcal_mol": 159.2,
  "total_energy_ev": -14834.4040,
  "multiplicity": 1,
  "total_charge": -1,
  "symbols": ["O", "O", "O", "O", "O", "N", "C", "C", "C"],
  "xyz": [[0.839254, -1.268007, 0.704251], [0.628919, 2.139598, -0.240717], [-2.832671, -0.444938, 1.075977], [1.761832, -0.856303, -1.160686], [-1.295461, 0.915208, -0.513135], [2.035995, -0.562024, 0.226237], [-0.106034, 1.193835, -0.386254], [0.846769, -0.262299, -0.260450], [-1.878604, -0.855071, 0.554781]],
  "forces_ev_per_a": [[-0.48, -0.96, -0.06], [-0.22, 0.91, -0.25], [2.14, -1.06, -1.09], [-0.38, -0.76, -0.96], [0.17, 1.29, -0.62], [3.08, 0.59, 1.65], [1.22, -2.42, 0.52], [-2.63, 2.16, -0.78], [-2.91, 0.25, 1.58]],
  "mulliken_charge": [-0.348, -0.602, -0.269, -0.413, -0.569, -0.433, 0.668, 0.845, 0.120]
}

=====

{
  "formula": "C3O3Sn",
  "method": "wB97M-V/def2-TZVPD",
  "homo_energy_ev": [-7.7248, -7.7239],
  "orbital_gap_ev": [6.31, 6.31],
  "max_force_ha_per_bohr": 0.1125,
  "total_energy_ev": -15074.0938,
  "multiplicity": 1,
  "symbols": ["Sn", "O", "O", "O", "C", "C", "C"],
  "xyz": [[-0.897052, -0.661665, -0.565633], [2.363535, -0.583688, 1.119288], [-1.597457, 1.222967, -1.056423], [-0.249791, -0.543631, 1.209547], [1.244111, -1.442336, -0.020491], [-1.837064, 2.302805, -1.306387], [0.973718, -0.294453, 0.620100]],
  "forces_ev_per_a": [[-0.69, -4.57, -2.58], [-3.30, 0.15, -2.08], [-0.88, 3.88, -0.36], [-1.63, 2.45, 4.98], [4.28, 0.64, 0.01], [-0.15, 0.36, -0.16], [2.37, -2.91, 0.20]],
  "mulliken_charge": [0.780, -0.414, 0.093, -0.575, -0.346, 0.081, 0.380]
}